The following is a DFT calculation (the ωB97M-V functional and the def2-TZVPD basis) of an isolated molecule of C7H14N2O.

Last column: Mulliken charge in e.
Positions of all 24 atoms, in Å:
1 C 0.839829 2.265436 -1.604775  -1.17
2 C 0.521018 1.526483 -0.354980  0.18
3 O -0.300452 2.252557 0.494979  -0.28
4 N -1.061206 1.149155 0.869703  -0.32
5 N -0.011021 0.263619 1.896635  -0.69
6 C 0.056777 -0.769322 0.770275  1.71
7 C 1.504697 -1.267374 0.705831  -1.56
8 C -0.860807 -1.948045 1.037953  -1.73
9 C -0.450784 0.280100 -0.236738  0.52
10 C -1.362462 -0.133003 -1.409104  -1.71
11 H 1.194865 3.283168 -1.162361  0.27
12 H -0.139856 2.445612 -2.162243  0.31
13 H 1.702976 1.672914 -2.085543  0.27
14 H 1.452053 1.202193 0.078895  0.45
15 H -0.621415 -0.089246 2.784178  0.33
16 H 1.952954 -1.414217 1.647002  0.41
17 H 2.321094 -0.644850 0.267765  0.31
18 H 1.546547 -2.216181 0.194784  0.39
19 H -0.723010 -2.875707 0.350616  0.30
20 H -1.902963 -1.619444 1.001402  0.45
21 H -0.765042 -2.396946 2.027002  0.41
22 H -1.750829 0.703725 -1.911197  0.49
23 H -2.196477 -0.698996 -1.106414  0.39
24 H -0.946487 -0.971630 -2.093665  0.27

Cartesian forces (eV/Å) of the 3 atoms listed first:
0.1 0.9 0.2
0.5 -2.1 -1.1
-0.7 1.0 0.8

The structure (SMILES) is C[C@H]1ON2NC(C)(C)[C@]12C. The HOMO energy is -8.8 eV.

The following is a DFT calculation (the ωB97M-V functional and the def2-TZVPD basis) of C18H14O6PS2Se2Sn as an isolated structure.

Last column: Mulliken charge in e.
Positions of all 44 atoms, in Å:
1 Sn -0.070968 3.492165 -1.511881  0.74
2 O -2.222532 0.214986 0.248665  -0.29
3 S -2.762967 1.679481 -0.001950  1.32
4 O -4.132950 1.633583 -0.361235  -0.62
5 O -1.869941 2.287297 -0.993884  -0.43
6 C -2.597154 2.412799 1.590477  -0.11
7 C -3.809024 2.706474 2.202169  -0.56
8 C -3.821435 3.277774 3.469215  -0.65
9 C -2.632305 3.537272 4.119495  -0.60
10 C -1.417894 3.245975 3.501531  -0.55
11 C -1.387911 2.687202 2.240928  0.25
12 S 0.206075 2.428228 1.494356  1.28
13 O 0.085194 1.205097 0.740251  -0.24
14 O 1.189426 2.528722 2.518094  -0.69
15 O 0.319242 3.598269 0.525077  -0.68
16 H -4.735417 2.485140 1.694908  0.56
17 H -4.767272 3.508429 3.938254  0.43
18 H -2.636984 3.970829 5.109854  0.42
19 H -0.480022 3.447722 3.998989  0.56
20 Se 1.137927 1.280980 -2.411529  -0.15
21 P 0.521040 -0.547376 -1.431924  0.51
22 Se -1.709264 -0.826993 -1.151840  0.20
23 C 1.521473 -1.067082 -0.049070  0.77
24 C 0.997398 -1.949497 0.891369  -0.11
25 C 1.813236 -2.408881 1.911281  -0.79
26 C 3.134897 -1.989427 1.985900  -0.44
27 C 3.648980 -1.111049 1.044004  -0.76
28 C 2.842752 -0.639168 0.019549  -0.32
29 C 0.690147 -1.821757 -2.704280  1.11
30 C -0.177032 -2.908156 -2.821893  -0.34
31 C 0.043657 -3.872451 -3.794773  -0.86
32 C 1.142098 -3.773774 -4.632415  -0.46
33 C 2.025403 -2.711623 -4.499380  -0.82
34 C 1.801923 -1.734686 -3.545496  -0.53
35 H -0.035594 -2.266278 0.842084  0.35
36 H 1.413853 -3.087455 2.651945  0.42
37 H 3.765295 -2.346288 2.788999  0.42
38 H 4.676557 -0.782035 1.110945  0.42
39 H 3.238027 0.066373 -0.700066  0.38
40 H -1.011907 -3.065411 -2.150054  0.35
41 H -0.637961 -4.706550 -3.882214  0.42
42 H 1.316489 -4.531028 -5.384434  0.40
43 H 2.889773 -2.639392 -5.144267  0.41
44 H 2.495672 -0.908443 -3.465751  0.30

Cartesian forces (eV/Å) of the 3 atoms listed first:
-0.1 0.3 -0.2
-0.1 0.2 0.2
0.1 -0.3 -0.2

The charge is +1. The HOMO energy is -12.2 eV.

The following is a DFT calculation (the ωB97M-V functional and the def2-TZVPD basis) of C39H25N10OSW as an isolated structure.

Last column: Mulliken charge in e.
Positions of all 77 atoms, in Å:
1 W -0.145098 0.292731 -0.030455  1.93
2 C 1.619873 -5.845394 1.632218  -0.66
3 C 0.254990 -5.991584 1.934969  -0.69
4 C -0.620829 -4.928708 1.840888  -0.18
5 C -0.093206 -3.706924 1.435724  0.55
6 C -0.723917 -2.424828 1.183673  -0.25
7 N 0.237159 -1.528278 0.763817  -0.03
8 C 1.452009 -2.196809 0.688243  -0.03
9 N 2.571398 -1.748427 0.193455  -0.38
10 C 2.746336 -0.491227 -0.189148  0.26
11 C 3.937745 0.025418 -0.824572  0.14
12 C 5.074508 -0.611111 -1.320392  -0.34
13 C 6.053526 0.187892 -1.872535  -0.67
14 C 5.918341 1.586415 -1.918948  -0.66
15 C 4.801480 2.220609 -1.414086  -0.27
16 C 3.802535 1.415378 -0.871785  0.15
17 C 2.526987 1.720999 -0.257853  0.25
18 N 2.086697 2.915763 0.076293  -0.51
19 C 0.930065 3.097182 0.690851  -0.63
20 N -0.083701 2.180034 0.895278  -0.31
21 C -1.207960 2.874751 1.278717  -0.07
22 N -2.448703 2.441890 1.418404  -0.56
23 C -2.796399 1.191910 1.268424  0.00
24 N -1.951798 0.161689 0.926760  -0.16
25 C -2.572265 -1.025363 1.204218  0.10
26 N -2.010471 -2.217937 1.317896  -0.55
27 C -3.958801 -0.755553 1.532670  0.30
28 C -5.024499 -1.606212 1.810802  -0.26
29 C -6.231751 -1.017753 2.130496  -0.65
30 C -6.372126 0.379556 2.188308  -0.62
31 C -5.310740 1.224281 1.927420  -0.29
32 C -4.098278 0.634133 1.586752  0.17
33 C -0.868442 4.271222 1.445108  0.56
34 C -1.627233 5.362481 1.865339  -0.44
35 C -0.997254 6.588580 1.900750  -0.62
36 C 0.351997 6.731695 1.526957  -0.67
37 C 1.102394 5.650854 1.111645  -0.35
38 C 0.465530 4.411850 1.078213  0.52
39 N 1.896651 0.551672 0.035471  -0.13
40 C 1.257909 -3.562984 1.136738  0.25
41 C 2.141753 -4.632508 1.228454  -0.23
42 H 2.269986 -6.705703 1.718479  0.43
43 H -0.109386 -6.960804 2.248116  0.44
44 H -1.672545 -5.033679 2.068860  0.57
45 H 5.180401 -1.685946 -1.268994  0.56
46 H 6.949632 -0.264942 -2.274897  0.42
47 H 6.713393 2.174564 -2.357206  0.40
48 H 4.703203 3.297147 -1.436652  0.55
49 H -4.906215 -2.680281 1.779409  0.56
50 H -7.089136 -1.640409 2.347602  0.42
51 H -7.335017 0.797848 2.448874  0.42
52 H -5.413577 2.298970 1.983130  0.57
53 H -2.662828 5.244859 2.152061  0.57
54 H -1.546359 7.462463 2.224879  0.42
55 H 0.806937 7.712004 1.573229  0.42
56 H 2.141267 5.755499 0.830949  0.55
57 H 3.188543 -4.511506 0.986960  0.56
58 S -0.353817 -0.636022 -2.219714  -0.59
59 C 0.017148 -2.375997 -2.152376  0.53
60 C 1.278196 -2.830567 -2.523941  -0.28
61 C 1.553294 -4.189293 -2.533437  -0.76
62 C 0.568735 -5.103030 -2.182591  -0.57
63 C -0.697620 -4.652773 -1.836155  -0.78
64 C -0.976989 -3.294729 -1.826308  -0.22
65 H 2.042965 -2.117574 -2.807302  0.46
66 H 2.538010 -4.534669 -2.819681  0.43
67 H 0.785182 -6.163022 -2.189916  0.45
68 H -1.473296 -5.361859 -1.578051  0.43
69 H -1.970095 -2.943426 -1.573721  0.48
70 N -1.885754 3.031366 -3.148042  -0.43
71 C -0.835756 2.770400 -2.344479  0.56
72 N 0.240634 3.573180 -2.442351  -0.23
73 O -0.889645 1.816477 -1.550264  -1.06
74 H -1.871039 3.754344 -3.842927  0.17
75 H -2.657397 2.388876 -3.122600  0.25
76 H 0.259610 4.364691 -3.059129  0.21
77 H 1.022923 3.416162 -1.826992  0.09

Cartesian forces (eV/Å) of the 3 atoms listed first:
-0.2 0.1 -2.1
0.0 0.0 0.0
0.1 0.0 0.0

The charge is +1. The HOMO energy (spin up / spin down) is -9.0 / -9.0 eV.

The following is a DFT calculation (the ωB97M-V functional and the def2-TZVPD basis) of C2H4ClN2O as an isolated structure.

Last column: Mulliken charge in e.
Positions of all 10 atoms, in Å:
1 C 1.647773 -0.345160 -0.092708  0.46
2 C -1.111791 -0.317103 0.184500  -0.08
3 N -0.355788 1.727042 0.105857  -0.49
4 N 0.691040 -1.034561 -0.200731  -0.20
5 O -1.081539 0.801126 -0.477464  0.02
6 Cl 3.137814 0.169002 0.027635  0.02
7 H -1.808774 -1.005183 -0.249560  0.32
8 H -1.099455 -0.513732 1.297248  0.39
9 H -0.352165 2.467083 -0.488623  0.25
10 H 0.332881 -1.948518 -0.106151  0.30

Cartesian forces (eV/Å) of the 3 atoms listed first:
-1.1 0.5 -0.1
-0.9 -1.2 0.9
1.3 -2.3 3.3

The charge is +1. The HOMO energy (spin up / spin down) is -14.2 / -13.2 eV.

The following is a DFT calculation (the ωB97M-V functional and the def2-TZVPD basis) of a 3-piece molecular cluster, C8H18Br2N2O2 overall.

Last column: Mulliken charge in e.
Positions of all 32 atoms, in Å:
1 C 10.230286 34.104574 5.139961  -0.75
2 N 11.653567 33.826482 5.051133  0.16
3 C 11.988106 32.435679 5.225793  -0.95
4 C 12.559794 34.764697 5.113906  0.10
5 O 13.752029 34.545222 5.245179  -0.60
6 H 9.903560 33.974285 6.171650  0.33
7 H 9.703472 33.322977 4.592530  0.04
8 H 9.923093 35.042933 4.678209  0.38
9 H 11.172565 31.826642 4.835831  0.29
10 H 12.874363 32.173272 4.648047  0.34
11 H 12.206583 32.275744 6.281630  0.33
12 H 12.090555 35.759613 5.160392  0.33
13 C 8.840869 34.382057 1.605276  -0.90
14 N 9.604041 33.235900 1.080151  0.10
15 C 9.090341 31.866363 1.232552  -0.78
16 C 10.778440 33.437210 0.491389  0.05
17 O 11.365040 32.519272 -0.001165  -0.59
18 H 9.295919 34.785174 2.510000  0.16
19 H 7.854605 33.965952 1.810791  0.33
20 H 8.746551 35.132477 0.820374  0.42
21 H 8.272229 31.744229 0.522698  0.39
22 H 9.731901 31.023697 0.974841  0.31
23 H 8.633364 31.809656 2.220510  0.12
24 H 11.128716 34.480929 0.503949  0.37
25 Br 5.942147 31.928118 3.820836  -0.10
26 C 7.134435 30.594816 4.684065  -0.65
27 C 6.439457 29.722075 5.827479  -0.61
28 Br 5.721710 30.909974 7.261944  -0.15
29 H 8.066183 31.046070 5.025097  0.32
30 H 7.315771 29.908834 3.856630  0.40
31 H 7.259376 29.108602 6.200941  0.41
32 H 5.697726 28.987523 5.513826  0.39

Cartesian forces (eV/Å) of the 3 atoms listed first:
-0.1 -0.6 -0.1
-2.3 -1.3 -0.8
0.7 -0.1 -0.3

The structure (SMILES) is CN(C)C=O.CN(C)C=O.BrCCBr. The HOMO energy is -9.3 eV.

The following is a DFT calculation (the ωB97M-V functional and the def2-TZVPD basis) of a 9-piece molecular cluster, C25H45Br16F4NO3 overall.

Last column: Mulliken charge in e.
Positions of all 94 atoms, in Å:
1 H -0.100066 -4.659764 -0.299577  0.13
2 N -0.091806 -4.560564 0.720768  -0.59
3 C -0.566245 -3.437682 1.067364  -0.42
4 C -1.100566 -2.376142 0.133836  0.26
5 C -0.066452 -1.337232 -0.339343  -0.47
6 O 1.121192 -1.959207 -0.801271  -0.07
7 C 2.319128 -1.965617 -0.109081  0.08
8 O 2.451299 -2.475998 0.956177  -0.52
9 C 3.390764 -1.345513 -0.968511  0.05
10 O 4.411896 -0.826596 -0.163902  -0.17
11 C 5.754673 -1.144387 -0.559779  -0.18
12 C 6.583213 -1.379385 0.688489  -1.12
13 C 0.139469 -0.195343 0.657997  1.35
14 F 1.208551 0.550420 0.273500  -0.19
15 F 0.416091 -0.661852 1.896933  -0.33
16 C -1.114925 0.711711 0.717614  -0.36
17 F -1.472148 0.921819 2.006416  -0.33
18 F -0.823302 1.908835 0.162228  -0.05
19 H -0.599312 -3.213418 2.139903  0.38
20 H -1.961227 -1.867858 0.591359  0.37
21 H -1.464355 -2.860628 -0.780733  -0.26
22 H -0.477526 -0.845348 -1.238318  0.27
23 H 3.763533 -2.154096 -1.619246  0.36
24 H 2.933044 -0.583769 -1.612285  0.01
25 H 6.192288 -0.327784 -1.156433  0.24
26 H 5.707972 -2.053770 -1.178518  0.32
27 H 7.525514 -1.883823 0.442578  0.37
28 H 6.807257 -0.431247 1.193348  0.24
29 H 6.011595 -1.992008 1.397639  0.24
30 H -1.969087 0.296665 0.169791  0.20
31 Br 4.325271 0.578998 -3.814859  -0.17
32 C 4.322072 2.302391 -2.917839  -0.40
33 C 3.113694 2.397766 -2.023541  0.09
34 Br 1.475699 2.710319 -3.021723  -0.14
35 H 4.361391 3.074892 -3.679048  0.49
36 H 5.224847 2.328375 -2.313624  0.10
37 H 3.212306 3.237992 -1.341012  0.26
38 H 2.959054 1.482458 -1.459382  -0.20
39 Br -1.361592 -5.529675 -2.848501  -0.10
40 C -2.564381 -4.802009 -4.188179  -0.55
41 C -2.636175 -3.299969 -4.125277  -0.63
42 Br -3.667462 -2.683096 -2.596068  -0.15
43 H -3.533023 -5.262579 -4.019795  0.35
44 H -2.168638 -5.116448 -5.151136  0.37
45 H -3.141338 -2.904813 -5.003430  0.39
46 H -1.651041 -2.851553 -4.036694  0.33
47 Br 1.091911 6.893985 -1.607554  -0.16
48 C 0.088845 5.753852 -0.392387  -0.57
49 C -0.923351 4.888930 -1.091505  0.11
50 Br -2.506292 5.860518 -1.652518  -0.12
51 H -0.363377 6.408888 0.345906  0.47
52 H 0.831155 5.117897 0.085767  0.34
53 H -1.285590 4.117623 -0.414939  -0.20
54 H -0.512096 4.425819 -1.981088  0.11
55 Br -6.420236 3.344597 3.438722  -0.15
56 C -5.347557 1.917492 4.206343  -0.07
57 C -4.340130 1.370967 3.232258  -0.60
58 Br -5.191627 0.248601 1.885985  -0.15
59 H -6.039014 1.148270 4.528914  -0.24
60 H -4.847469 2.346913 5.071132  0.44
61 H -3.628113 0.728558 3.744639  0.36
62 H -3.807332 2.149061 2.695422  0.38
63 Br -2.610616 1.666410 -1.560049  0.05
64 C -4.381368 1.688420 -2.368580  -0.71
65 C -5.023646 3.052032 -2.320837  -0.46
66 Br -5.641968 3.509041 -0.539634  -0.10
67 H -4.967145 0.943586 -1.838464  0.37
68 H -4.237167 1.378395 -3.401070  0.38
69 H -5.902623 3.073380 -2.960902  0.41
70 H -4.331557 3.835804 -2.614171  0.18
71 Br 2.687492 -5.006144 -2.072432  -0.17
72 C 3.534063 -5.982737 -0.619300  -0.58
73 C 4.509453 -5.148577 0.174770  -0.18
74 Br 6.169242 -4.825223 -0.796388  -0.16
75 H 4.015509 -6.840320 -1.079310  0.43
76 H 2.721495 -6.312623 0.024574  0.38
77 H 4.791989 -5.676021 1.082640  0.47
78 H 4.105868 -4.171653 0.431728  -0.15
79 Br 5.160396 5.314156 -1.200637  -0.13
80 C 6.142772 4.995329 0.446213  -0.58
81 C 6.942467 3.720847 0.395380  -0.65
82 Br 5.822323 2.137737 0.549384  -0.09
83 H 5.407398 4.983317 1.244825  0.36
84 H 6.803236 5.850494 0.568945  0.38
85 H 7.634628 3.679559 1.233288  0.39
86 H 7.490831 3.623759 -0.536882  0.38
87 Br -10.331570 -0.916424 6.484009  -0.13
88 C -8.978800 -0.974692 5.093313  -0.50
89 C -7.694503 -1.597092 5.575132  -0.61
90 Br -6.699607 -0.403960 6.745648  -0.13
91 H -8.834650 0.048022 4.757297  0.30
92 H -9.400086 -1.569278 4.286029  0.36
93 H -7.038863 -1.803043 4.731531  0.31
94 H -7.865867 -2.507942 6.140018  0.42

Cartesian forces (eV/Å) of the 3 atoms listed first:
0.0 0.1 0.1
-0.2 0.3 0.0
0.2 -0.2 0.2

The structure (SMILES) is [H]/N=C\C[C@H](OC(=O)COCC)C(F)(F)C(F)F.BrCCBr.BrCCBr.BrCCBr.BrCCBr.BrCCBr.BrCCBr.BrCCBr.BrCCBr. The HOMO energy is -9.8 eV.

In eV, the DFT total energy values for the records above are, in order, -12508.5578 -198655.9959 -70458.0949 -19674.6854 -155747.2215 -1165837.5245.
In eV Å⁻¹, the F_max values for the records above are, in order, 3.4 0.4 2.1 4.2 2.8 2.0.